[1]
The following is a quantum chemistry calculation of 5 unconnected molecules or ions with the total composition C38H46F6O12 at a distorted geometry, from the Open Molecules 2025 dataset.

The geometry in ORCA input format:
```
! RIJCOSX wB97M-V def2-TZVPD def2/J DEFGRID3
* xyz 0 1
C -2.31 4.03 1.28
C -3.34 4.49 0.14
O -2.97 4.06 -1.17
C -4.04 3.42 -1.87
C -4.06 3.82 -3.41
O -3.13 3.04 -4.16
C -2.36 3.80 -5.09
C -0.83 3.36 -5.04
O -0.67 1.94 -5.14
C 0.48 1.47 -4.39
C -0.07 0.82 -3.08
C -1.00 1.56 -2.18
C -1.57 0.97 -0.96
C -1.21 -0.40 -0.55
C -0.28 -1.13 -1.39
C 0.27 -0.54 -2.64
C 1.27 -1.45 -3.44
O 1.26 -1.58 -4.64
C 2.26 -2.25 -2.52
C 3.68 -2.41 -2.82
C 4.53 -3.14 -1.87
C 4.01 -3.73 -0.64
C 4.83 -4.53 0.39
O 4.24 -5.33 1.08
C 6.39 -4.41 0.62
F 6.80 -5.67 1.06
F 7.12 -4.19 -0.54
C 6.73 -3.40 1.79
F 8.03 -3.67 2.19
F 5.93 -3.75 2.86
C 6.63 -1.87 1.39
F 7.92 -1.35 1.48
F 6.18 -1.65 0.11
C 5.74 -0.99 2.36
O 5.80 -1.00 3.55
O 4.85 -0.10 1.74
C 2.57 -3.57 -0.34
C 1.72 -2.84 -1.27
C 0.19 -2.58 -1.01
O -0.55 -3.41 -0.56
H -2.58 2.99 1.59
H -1.25 4.03 0.93
H -2.46 4.68 2.19
H -3.28 5.62 0.15
H -4.36 4.16 0.47
H -5.06 3.66 -1.48
H -3.95 2.29 -1.86
H -5.10 3.58 -3.78
H -3.89 4.93 -3.44
H -2.35 4.91 -4.92
H -2.71 3.58 -6.13
H -0.35 3.72 -4.08
H -0.34 3.89 -5.91
H 0.98 0.72 -5.07
H 1.23 2.27 -4.21
H -1.24 2.60 -2.48
H -2.28 1.60 -0.38
H -1.66 -0.81 0.38
H 4.11 -1.98 -3.75
H 5.62 -3.23 -2.11
H 4.03 -0.58 1.47
H 2.12 -3.98 0.60
C 2.71 -1.40 6.72
C 2.88 0.06 7.05
C 4.26 0.64 6.94
O 1.94 0.74 7.40
H 1.66 -1.68 6.84
H 3.00 -1.58 5.68
H 3.32 -2.01 7.39
H 4.62 0.55 5.91
H 4.94 0.12 7.62
H 4.24 1.69 7.21
C -6.73 2.29 1.98
C -5.86 1.15 1.53
C -6.41 -0.25 1.68
O -4.76 1.34 1.06
H -6.21 3.23 1.81
H -7.66 2.30 1.40
H -6.95 2.20 3.04
H -7.33 -0.35 1.10
H -6.62 -0.45 2.74
H -5.68 -0.97 1.32
C -4.37 -4.27 -3.83
C -4.15 -2.83 -3.44
C -2.74 -2.31 -3.54
O -5.06 -2.13 -3.07
H -5.43 -4.51 -3.72
H -4.09 -4.42 -4.88
H -3.79 -4.93 -3.19
H -2.38 -2.37 -4.57
H -2.09 -2.88 -2.87
H -2.72 -1.26 -3.23
C 1.85 0.36 3.91
C 1.37 0.75 2.53
C 0.24 1.74 2.44
O 1.88 0.28 1.53
H 2.67 -0.36 3.81
H 2.22 1.24 4.43
H 1.04 -0.10 4.47
H 0.53 2.68 2.91
H -0.65 1.34 2.94
H 0.00 1.92 1.39
*
```

As for the frontier orbital gap: 7.87 eV. The value obtained for the total energy is -2977.49393 hartree. The SMILES is CCOCCOCCOCc1cccc2c1C(=O)c1ccc(C(=O)C(F)(F)C(F)(F)C(F)(F)C(=O)O)cc1C2=O.CC(C)=O.CC(C)=O.CC(C)=O.CC(C)=O. For the HOMO energy, the calculation gives -9.11 eV. Its largest force on an atom is 0.052 hartree/bohr. The LUMO energy is -1.2 eV.

[2]
The following is a quantum chemistry calculation of a molecular structure, C38H46N6OP2PtS at a distorted geometry, from the Open Molecules 2025 dataset.

The geometry in ORCA input format:
```
! RIJCOSX wB97M-V def2-TZVPD def2/J DEFGRID3
* xyz 4 5
Pt 10.30 13.32 8.72
C 7.66 13.98 6.20
C 6.98 12.90 7.09
C 5.79 12.18 6.40
P 8.25 11.85 7.86
C 7.76 10.86 9.39
C 6.24 10.36 9.37
C 8.80 9.78 9.66
C 9.32 10.76 6.86
C 8.83 9.77 6.09
C 9.64 8.82 5.40
C 9.02 7.70 4.63
C 11.01 8.94 5.55
C 11.57 9.85 6.41
C 10.78 10.82 7.11
N 11.29 11.60 8.07
C 12.53 11.19 8.74
C 12.64 9.94 9.34
C 13.75 9.54 10.07
C 14.84 10.44 10.23
C 16.01 9.99 11.01
C 14.72 11.67 9.72
C 13.61 12.08 8.91
P 13.57 13.58 7.98
C 13.89 13.24 6.17
C 15.22 12.46 5.89
C 13.76 14.39 5.17
C 14.40 14.86 8.96
C 13.29 15.74 9.60
C 15.48 15.57 8.21
H 6.83 14.47 5.60
H 8.30 13.47 5.50
H 8.33 14.62 6.79
H 6.58 13.34 7.98
H 6.12 11.70 5.50
H 4.97 12.85 6.08
H 5.27 11.43 6.97
H 7.84 11.61 10.16
H 5.90 10.03 8.38
H 5.56 11.20 9.62
H 6.11 9.47 10.06
H 8.71 9.00 8.94
H 8.60 9.37 10.67
H 9.77 10.34 9.59
H 7.77 9.71 5.89
H 9.76 6.93 4.37
H 8.53 8.05 3.72
H 8.16 7.19 5.26
H 11.65 8.24 5.01
H 12.62 9.93 6.46
H 11.83 9.18 9.34
H 13.84 8.57 10.41
H 16.38 9.05 10.61
H 15.79 9.69 12.08
H 16.82 10.72 11.05
H 15.50 12.42 9.72
H 13.11 12.43 6.08
H 16.12 13.08 5.83
H 15.14 12.02 4.92
H 15.32 11.59 6.61
H 14.63 15.06 5.12
H 12.82 14.93 5.23
H 13.72 13.93 4.20
H 14.78 14.28 9.78
H 12.80 16.45 8.95
H 13.66 16.31 10.48
H 12.52 15.10 10.00
H 15.14 15.87 7.23
H 16.34 14.90 8.05
H 15.74 16.36 8.86
S 7.33 16.20 14.93
N 8.39 15.01 14.76
C 8.64 14.90 13.46
C 9.44 13.87 12.85
C 10.16 12.91 13.55
C 10.99 12.07 12.82
C 10.99 12.08 11.47
N 10.33 13.05 10.78
C 9.52 13.92 11.50
C 9.12 15.03 10.72
N 9.36 14.98 9.36
C 9.17 16.15 8.60
C 8.61 17.27 9.16
C 8.13 17.25 10.48
C 8.41 16.10 11.29
C 8.04 15.97 12.69
N 7.27 16.75 13.40
H 10.05 12.80 14.62
H 11.61 11.27 13.23
H 11.54 11.39 10.85
H 9.46 16.14 7.57
H 8.39 18.06 8.52
H 7.65 18.11 10.95
O 10.58 14.67 6.00
N 10.75 13.67 6.64
*
```

As for the expectation value of S²: 6.04. As for the frontier orbital gap (spin up / spin down): 5.51 / 4.78 eV. The value obtained for the total energy is -3078.02447 hartree. For the HOMO energy (spin up / spin down), the calculation gives -18.54 / -18.76 eV. Its largest force on an atom is 0.121 hartree/bohr. The LUMO energy (spin up / spin down) is -13.0 / -14.0 eV. Its energy above the lowest of the compared OMol25 structures with the same formula, charge and spin is 3.093 eV.

[3]
The following is a quantum chemistry calculation of a molecular structure, C38H46N7PPd, from the Open Molecules 2025 dataset.

The geometry in ORCA input format:
```
! RIJCOSX wB97M-V def2-TZVPD def2/J DEFGRID3
* xyz 2 3
Pd 0.07 -0.01 0.53
C -3.60 -1.81 -1.62
N -2.56 -1.93 -0.64
C -2.84 -1.36 0.66
C -1.39 -2.57 -0.86
N -0.28 -2.22 -0.18
C 0.50 -3.21 0.36
C -0.17 -4.37 0.81
C 0.50 -5.47 1.29
C 1.87 -5.46 1.35
C 2.59 -4.30 1.00
C 3.99 -4.31 1.15
C 4.73 -3.19 0.90
C 4.10 -2.04 0.48
C 2.71 -1.98 0.24
N 2.20 -0.79 -0.16
C 2.92 0.08 -0.86
N 2.93 1.39 -0.51
C 2.65 1.73 0.87
C 2.67 2.42 -1.49
N 3.67 -0.28 -1.93
C 3.50 -1.55 -2.60
C 4.80 0.51 -2.38
C 1.91 -3.13 0.52
N -1.33 -3.50 -1.84
C -0.07 -3.85 -2.46
C -2.39 -4.45 -2.10
H -3.90 -0.76 -1.69
H -4.49 -2.40 -1.36
H -3.25 -2.12 -2.60
H -3.69 -0.68 0.57
H -1.96 -0.79 1.03
H -3.10 -2.13 1.39
H -1.25 -4.39 0.75
H -0.06 -6.35 1.60
H 2.42 -6.32 1.70
H 4.46 -5.23 1.48
H 5.80 -3.20 1.04
H 4.68 -1.14 0.33
H 3.21 1.07 1.53
H 1.56 1.64 1.11
H 2.97 2.76 1.04
H 2.53 1.96 -2.47
H 3.50 3.13 -1.55
H 1.76 2.96 -1.23
H 2.51 -1.94 -2.42
H 4.24 -2.28 -2.27
H 3.63 -1.39 -3.67
H 5.15 1.16 -1.59
H 4.55 1.11 -3.26
H 5.60 -0.18 -2.65
H 0.61 -3.01 -2.42
H -0.26 -4.09 -3.51
H 0.40 -4.72 -1.99
H -3.22 -4.32 -1.41
H -1.99 -5.46 -1.98
H -2.76 -4.36 -3.13
N -0.27 0.13 2.90
C -0.99 1.31 3.32
C -1.23 1.51 4.67
C -1.89 2.65 5.10
C -2.30 3.60 4.19
C -2.06 3.41 2.84
C -1.41 2.26 2.39
P -1.09 2.02 0.61
C -0.46 3.67 0.15
C -0.79 4.29 -1.06
C -0.32 5.56 -1.34
C 0.49 6.23 -0.43
C 0.83 5.62 0.77
C 0.37 4.34 1.05
C -2.71 1.97 -0.21
C -2.70 1.64 -1.56
C -3.88 1.66 -2.29
C -5.07 2.01 -1.67
C -5.09 2.30 -0.32
C -3.91 2.28 0.42
H -0.71 -0.70 3.29
H 0.68 0.15 3.29
H -0.90 0.77 5.38
H -2.07 2.79 6.15
H -2.79 4.50 4.52
H -2.35 4.17 2.13
H -1.43 3.78 -1.77
H -0.59 6.03 -2.27
H 0.83 7.22 -0.64
H 1.44 6.13 1.48
H 0.62 3.88 2.00
H -1.77 1.35 -2.03
H -3.86 1.42 -3.35
H -5.98 2.06 -2.24
H -6.01 2.56 0.17
H -3.94 2.51 1.47
*
```

As for the expectation value of S²: 2.05. As for the frontier orbital gap (spin up / spin down): 7.81 / 5.50 eV. The value obtained for the total energy is -2327.67142 hartree. For the HOMO energy (spin up / spin down), the calculation gives -12.67 / -12.98 eV. Its largest force on an atom is 0.013 hartree/bohr. The LUMO energy (spin up / spin down) is -4.9 / -7.5 eV.

[4]
The following is a quantum chemistry calculation of a molecular structure, C38H47BF7N9O5PS4V at a distorted geometry, from the Open Molecules 2025 dataset.

The geometry in ORCA input format:
```
! RIJCOSX wB97M-V def2-TZVPD def2/J DEFGRID3
* xyz -1 2
V -0.26 -0.39 0.39
C 1.85 -2.44 -4.12
C 2.15 -2.70 -2.68
C 2.36 -3.94 -2.21
C 2.66 -4.13 -0.84
N 2.53 -3.17 0.01
N 2.24 -1.91 -0.41
B 1.86 -0.87 0.69
N 2.06 -1.39 2.19
N 3.22 -1.99 2.54
C 3.42 -2.33 3.77
C 2.44 -2.11 4.77
C 1.32 -1.42 4.48
C 0.31 -1.05 5.52
C 1.16 -1.00 3.11
S -0.11 0.06 2.71
C 4.80 -2.86 4.19
C 4.67 -3.93 5.28
C 5.56 -3.46 3.01
C 5.58 -1.65 4.74
N 2.78 0.39 0.55
N 4.08 0.10 0.44
C 4.93 1.05 0.17
C 4.50 2.39 0.01
C 3.19 2.70 0.14
C 2.65 4.08 -0.08
C 2.27 1.63 0.41
S 0.62 1.91 0.42
C 6.37 0.60 -0.06
C 6.40 -0.20 -1.38
C 7.33 1.79 -0.17
C 6.82 -0.31 1.08
C 2.21 -1.59 -1.76
S 2.20 -0.02 -2.33
C 3.29 -5.43 -0.35
C 2.95 -5.70 1.11
C 2.84 -6.63 -1.19
C 4.81 -5.26 -0.52
H 1.83 -3.38 -4.68
H 2.60 -1.77 -4.55
H 0.89 -1.94 -4.22
H 2.34 -4.79 -2.89
H 2.60 -2.46 5.79
H 0.34 -1.75 6.36
H -0.70 -1.05 5.10
H 0.51 -0.04 5.88
H 3.94 -4.69 4.99
H 4.39 -3.52 6.24
H 5.64 -4.43 5.40
H 5.12 -4.41 2.72
H 6.60 -3.63 3.30
H 5.53 -2.79 2.15
H 5.03 -1.17 5.55
H 5.75 -0.92 3.95
H 6.55 -1.98 5.13
H 5.21 3.17 -0.23
H 3.46 4.78 -0.25
H 2.05 4.40 0.77
H 1.98 4.07 -0.95
H 6.01 0.40 -2.21
H 5.76 -1.08 -1.29
H 7.42 -0.51 -1.61
H 7.12 2.40 -1.05
H 8.35 1.42 -0.26
H 7.27 2.43 0.72
H 6.08 -1.09 1.23
H 6.92 0.26 2.02
H 7.79 -0.76 0.85
H 1.88 -5.83 1.24
H 3.26 -4.85 1.73
H 3.46 -6.61 1.46
H 1.75 -6.71 -1.22
H 3.23 -7.55 -0.74
H 3.22 -6.58 -2.22
H 5.15 -4.37 0.01
H 5.07 -5.14 -1.58
H 5.34 -6.13 -0.13
O -0.62 -0.09 -1.28
N -1.54 0.05 -2.29
C -1.99 -1.13 -2.79
C -2.93 -1.18 -3.77
C -3.46 0.03 -4.25
C -2.96 1.21 -3.79
C -1.91 1.28 -2.82
S -1.20 2.74 -2.42
H -1.54 -2.00 -2.34
H -3.26 -2.14 -4.13
H -4.25 0.03 -4.98
H -3.32 2.15 -4.15
F -3.60 -1.93 4.62
C -2.79 -2.88 4.13
C -2.76 -3.14 2.82
N -1.95 -4.12 2.28
C -1.77 -4.21 0.83
C -0.88 -3.11 0.25
O -0.59 -3.17 -0.94
O -0.54 -2.18 1.09
C -1.14 -4.89 3.09
O -0.46 -5.81 2.68
N -1.19 -4.57 4.43
C -1.96 -3.60 5.07
O -1.88 -3.43 6.27
H -3.36 -2.57 2.13
H -2.74 -4.09 0.35
H -1.35 -5.18 0.59
H -0.57 -5.10 5.01
F -2.57 0.98 0.47
P -3.78 -0.10 0.74
F -4.49 0.34 -0.62
F -3.01 -0.57 2.08
F -4.90 -1.24 1.00
F -2.89 -1.21 -0.11
F -4.60 0.98 1.57
*
```

As for the expectation value of S²: 0.78. As for the frontier orbital gap (spin up / spin down): 6.53 / 6.63 eV. The value obtained for the total energy is -5947.72076 hartree. For the HOMO energy (spin up / spin down), the calculation gives -4.90 / -4.91 eV. Its largest force on an atom is 0.054 hartree/bohr. The LUMO energy (spin up / spin down) is 1.6 / 1.7 eV. Its energy above the lowest of the compared OMol25 structures with the same formula, charge and spin is 1.338 eV.